A 11-piece molecular cluster, C44H110BN10O18 overall at a distorted geometry, computed with wB97M-V/def2-TZVPD.

```
183
Properties=species:S:1:pos:R:3:forces:R:3
O -5.2850 -23.2333 -0.0766 0.155 0.287 0.148
C -4.9634 -23.0102 1.0575 -0.826 -1.180 -0.109
O -3.8351 -23.3427 1.6420 0.382 0.267 0.459
B -3.8537 -22.8126 3.0332 0.100 -0.072 0.524
O -5.2365 -22.3665 3.2496 -0.029 -0.050 0.320
C -5.9284 -22.4710 2.1343 0.800 0.830 -0.379
O -7.0523 -22.1173 1.9296 0.077 -0.339 0.477
O -2.8608 -21.7053 3.1532 -0.522 -0.211 -0.505
C -1.8552 -22.1224 3.8718 0.603 0.194 0.822
O -0.8654 -21.5022 4.1643 -0.125 -0.082 -0.417
C -2.2059 -23.5021 4.4738 0.132 0.708 0.209
O -3.4375 -23.7831 4.1078 -0.250 -0.080 -1.102
O -1.4903 -24.0942 5.2289 -0.208 -0.290 -0.085
C 1.2342 -22.3021 7.0960 0.526 -1.755 -0.104
C 2.8015 -22.3221 7.0652 -2.548 2.303 -0.268
C 3.2533 -23.3846 6.0631 0.251 0.171 1.861
O 2.7543 -24.5978 6.6132 0.143 -0.217 -0.513
C 2.5451 -25.5823 5.6094 0.140 0.306 0.816
N 3.1796 -20.9472 6.6677 0.500 0.218 -0.497
H 0.8932 -23.2333 7.5534 -0.327 0.090 -0.038
H 0.9088 -22.3280 6.0539 -0.252 0.132 -0.012
H 0.7313 -21.4784 7.6008 0.493 0.240 0.137
H 3.1477 -22.4481 8.0901 0.444 -0.608 -0.201
H 4.3487 -23.3784 6.0687 0.098 -0.193 -0.382
H 2.8744 -23.2096 5.0530 -0.144 0.176 -0.002
H 2.1757 -26.4796 6.1051 0.004 0.016 0.008
H 3.5083 -25.8040 5.1415 -0.188 -0.109 -0.449
H 1.7876 -25.2135 4.9195 0.205 -0.205 -0.330
H 2.8220 -20.2979 7.3623 0.304 -0.246 0.420
H 2.6052 -20.6606 5.8664 0.598 -0.464 -0.199
C -3.6410 -28.7518 6.0507 -0.585 -0.995 -0.895
C -3.3085 -27.3409 5.6376 0.879 0.547 0.646
C -4.4009 -26.3857 6.1648 0.277 -0.664 -0.015
O -5.6810 -26.7003 5.5977 0.801 0.158 0.003
C -5.7344 -26.2629 4.2568 -0.337 1.251 -0.020
N -2.0143 -26.9567 6.2318 -0.080 0.005 0.381
H -2.9695 -29.5065 5.6298 0.362 0.242 0.079
H -4.6049 -29.0351 5.6190 -0.140 0.139 0.171
H -3.7010 -28.9278 7.1243 0.128 0.410 0.074
H -3.1053 -27.2467 4.5665 -1.034 -0.268 -0.256
H -4.0994 -25.3390 6.0622 -0.228 0.088 -0.540
H -4.4492 -26.5291 7.2454 -0.283 -0.260 -0.005
H -4.8563 -26.4941 3.6515 -0.030 -0.483 0.069
H -5.7780 -25.1646 4.2564 -0.072 0.058 -0.065
H -6.6540 -26.5981 3.7783 0.098 -0.360 0.157
H -1.3391 -27.6456 5.9186 0.130 0.038 0.166
H -1.7228 -26.0702 5.8311 0.045 0.051 0.184
C -10.5553 -26.2032 2.2787 0.402 1.474 -1.006
C -9.2616 -25.4005 2.0284 1.201 -0.511 0.121
C -8.9967 -25.0479 0.5527 0.005 -0.515 -0.319
O -8.7571 -26.1381 -0.3323 -0.290 -0.052 0.442
C -7.4880 -26.7244 -0.1786 0.131 -0.767 -0.171
N -9.2992 -24.1574 2.8095 -1.164 -0.343 -0.216
H -10.6438 -26.4485 3.3323 -0.142 -0.164 -0.062
H -10.6852 -27.0368 1.5916 0.336 -0.271 0.261
H -11.3219 -25.4826 1.9679 -0.476 -0.207 0.399
H -8.4258 -25.9835 2.4287 0.102 -0.054 -0.200
H -8.1371 -24.3831 0.4152 -0.078 0.345 0.528
H -9.8922 -24.5417 0.1796 0.028 0.059 -0.141
H -6.6410 -26.0909 -0.4607 -0.209 0.358 -0.110
H -7.4999 -27.5975 -0.8319 0.156 0.066 -0.098
H -7.2734 -27.1142 0.8219 -0.260 0.182 0.191
H -10.2123 -23.7888 2.5452 0.088 0.574 0.481
H -8.6211 -23.4710 2.4984 0.168 -0.145 -0.090
C -2.0295 -22.2655 10.6438 -0.196 0.512 0.674
C -2.7056 -22.4988 9.3180 -0.695 0.000 -0.974
C -2.6835 -21.2711 8.3898 1.263 -0.675 1.024
O -3.5162 -21.5107 7.2859 0.308 0.983 -0.240
C -3.4457 -20.4378 6.3482 -0.431 -1.054 -0.610
N -2.0585 -23.5972 8.5717 -0.075 0.153 0.549
H -1.0707 -21.7531 10.5398 0.169 -0.320 -0.097
H -1.9207 -23.1908 11.2102 0.306 -0.134 -0.300
H -2.6272 -21.6369 11.3123 -0.179 0.161 -0.248
H -3.7540 -22.7802 9.4592 -0.083 0.256 0.338
H -1.6219 -21.2300 8.1015 -0.019 0.260 -0.461
H -2.8818 -20.3188 8.8943 -0.487 -0.091 0.045
H -4.1836 -20.6189 5.5633 -0.210 -0.171 0.193
H -2.4895 -20.5240 5.8295 0.270 0.833 0.331
H -3.7116 -19.4849 6.8067 0.522 0.147 0.058
H -2.5745 -24.4361 8.8114 0.286 -0.248 -0.281
H -2.1754 -23.4450 7.5775 -0.005 -0.193 -0.075
C 2.7775 -20.5482 2.2549 -0.351 0.726 -0.356
C 1.9337 -19.3803 2.8292 0.211 -0.345 0.018
C 0.6253 -19.0779 2.0478 0.977 -0.397 0.607
O 0.9809 -18.3962 0.8596 -0.293 0.187 -0.019
C 0.3212 -18.8639 -0.2905 -0.230 -0.708 0.214
N 1.7251 -19.7621 4.2225 -0.994 -0.504 0.323
H 2.7997 -20.5751 1.1623 -0.018 0.184 -0.039
H 2.3879 -21.5063 2.5975 -0.013 0.119 0.141
H 3.7929 -20.4007 2.6196 0.052 -0.333 0.030
H 2.5552 -18.4843 2.8136 -0.125 0.142 -0.146
H -0.0253 -18.5012 2.7110 -0.092 0.336 -0.241
H 0.0932 -20.0110 1.8370 0.038 -0.106 -0.107
H 0.4551 -19.9508 -0.3753 0.333 -0.009 -0.224
H 0.7288 -18.3589 -1.1626 0.008 0.028 0.023
H -0.7707 -18.7677 -0.2639 0.035 0.562 0.135
H 1.5113 -19.0574 4.9199 0.109 0.592 -0.582
H 0.9031 -20.3659 4.2383 0.195 -0.184 0.173
C -6.6848 -20.9324 8.5119 0.065 -0.103 0.205
C -6.8688 -22.1593 7.6627 -0.510 -0.628 -0.417
C -7.2111 -21.7397 6.2288 -1.056 0.742 -0.010
O -8.5232 -21.1407 6.2256 0.093 -0.342 0.090
C -9.0425 -21.0083 4.9137 0.990 -0.690 -0.069
N -5.7343 -23.0759 7.7808 0.920 0.423 -0.596
H -7.5951 -20.3346 8.5153 0.024 0.022 -0.014
H -5.8724 -20.3388 8.0872 0.108 0.115 0.300
H -6.4652 -21.2651 9.5281 0.189 0.311 0.047
H -7.7157 -22.7234 8.0668 -0.278 0.175 -0.268
H -7.2234 -22.5596 5.5052 0.240 -0.242 0.140
H -6.5591 -20.9384 5.8635 0.584 -0.290 -0.026
H -8.4284 -20.3535 4.2841 -0.320 0.699 0.265
H -10.0885 -20.7360 5.0049 0.047 0.219 -0.240
H -8.9123 -21.9488 4.3665 -0.551 -0.319 0.190
H -5.7457 -23.7250 6.9966 -0.271 -0.224 0.181
H -4.8498 -22.5571 7.6245 -0.975 -0.360 0.204
C -3.1125 -24.9090 -4.3664 -0.389 -0.964 0.120
C -3.5947 -24.7393 -2.9196 1.103 0.042 -0.209
C -2.4366 -24.6152 -1.9327 -0.004 0.085 1.451
O -1.5558 -25.7257 -1.8360 0.271 -0.680 -1.213
C -0.3302 -25.4237 -1.2075 -0.751 0.865 0.442
N -4.3978 -23.5098 -2.8736 0.357 -0.652 0.081
H -4.0131 -25.1164 -4.9460 0.137 0.222 -0.319
H -2.4376 -25.7551 -4.5124 -0.051 -0.109 0.307
H -2.5834 -24.0532 -4.7826 -0.243 0.306 0.270
H -4.1510 -25.6135 -2.5765 -0.390 0.050 -0.386
H -2.8500 -24.5387 -0.9181 -0.342 0.417 -0.020
H -1.9322 -23.6549 -2.0996 0.462 -0.178 -0.332
H 0.1434 -24.6011 -1.7521 0.347 -0.028 0.091
H 0.3440 -26.2698 -1.0994 -0.280 -0.272 -0.495
H -0.5486 -25.0896 -0.1862 0.176 0.203 0.102
H -3.7223 -22.7891 -3.1169 -0.389 0.436 0.073
H -4.7077 -23.3563 -1.9156 0.031 0.124 -0.289
C -8.1630 -21.2525 -1.3042 0.668 0.226 -0.259
C -9.4230 -20.7606 -0.6211 0.584 0.783 0.135
C -10.7285 -21.1324 -1.2944 -0.411 0.133 -0.153
O -10.8028 -20.5475 -2.5974 0.166 -0.308 0.757
C -12.1088 -20.6046 -3.0899 -0.068 0.526 -0.895
N -9.4629 -21.0594 0.8238 -0.277 -0.291 -0.655
H -8.0495 -22.3345 -1.3779 -0.061 0.000 -0.073
H -7.2939 -20.8412 -0.7806 -0.074 -0.361 0.475
H -8.0147 -20.7576 -2.2675 -0.517 -0.442 -0.316
H -9.2794 -19.6769 -0.7039 -0.671 0.146 -0.043
H -11.5853 -20.8028 -0.6926 0.128 0.552 0.130
H -10.9266 -22.2121 -1.3394 0.599 -0.263 -0.264
H -12.8077 -20.0675 -2.4394 -0.128 -0.391 0.220
H -12.4236 -21.6254 -3.3316 -0.168 -0.069 0.408
H -12.1361 -20.0596 -4.0376 0.204 -0.026 0.005
H -8.5486 -21.4131 1.0986 -0.486 0.062 0.043
H -10.1415 -21.8010 0.9611 0.152 -0.117 0.283
C -2.0217 -21.1566 -5.5225 -1.998 -0.506 0.796
C -1.0786 -20.3675 -4.6448 0.497 -0.564 -0.433
C -1.0023 -20.8396 -3.1930 -0.720 -0.495 0.207
O -2.3032 -20.7739 -2.6337 -0.861 -0.243 -1.007
C -2.4430 -21.0564 -1.2750 0.910 -0.339 0.949
N 0.2553 -20.5706 -5.2208 1.156 1.014 0.076
H -3.0620 -21.0196 -5.2009 0.027 -0.108 0.070
H -1.8274 -22.2274 -5.4295 0.172 0.009 0.025
H -2.0473 -20.9406 -6.5904 0.590 0.451 0.061
H -1.4224 -19.3358 -4.5391 0.579 0.272 -0.704
H -0.3726 -20.2402 -2.5318 0.552 0.066 -0.596
H -0.6324 -21.8732 -3.2464 0.018 -0.143 0.476
H -2.3669 -20.1527 -0.6608 -0.129 0.031 -0.083
H -1.6517 -21.7360 -0.9332 0.099 0.038 0.020
H -3.3658 -21.5825 -1.0307 -0.225 0.236 -0.448
H 0.3284 -20.2804 -6.1881 -0.324 0.468 0.088
H 0.5230 -21.5456 -5.2899 -0.387 -0.178 0.552
C 4.5981 -25.8319 1.9654 -0.543 -0.468 0.309
C 3.8306 -24.9524 0.9759 0.531 -1.031 1.082
C 2.8006 -24.1423 1.7799 0.001 0.414 -0.619
O 1.8602 -24.9512 2.4436 -0.299 -0.224 -0.420
C 0.6290 -24.2844 2.6945 0.544 0.481 0.244
N 4.8169 -24.1263 0.2660 -1.259 1.257 0.274
H 5.4857 -26.2976 1.5408 0.082 0.279 -0.112
H 3.9584 -26.6485 2.3089 -0.069 0.065 0.032
H 4.8358 -25.2558 2.8629 0.337 0.026 -0.076
H 3.3444 -25.6333 0.2741 -0.194 0.306 -0.180
H 2.3058 -23.4257 1.1098 -0.193 -0.104 -0.136
H 3.3230 -23.5157 2.5165 0.215 -0.075 0.051
H 0.1129 -24.8173 3.4884 -0.085 -0.110 -0.176
H 0.0091 -24.1675 1.8024 -0.036 -0.363 -0.182
H 0.8075 -23.2621 3.0459 0.084 -0.021 0.239
H 5.0767 -23.4191 0.9606 0.633 -0.260 0.046
H 4.2479 -23.5149 -0.3276 0.264 -0.249 -0.507
```
Positions in Å, forces in eV/Å.

Output
Total energy, hartree: -3669.3017
E_LUMO, eV: 1.94
Relative energy (zero: lowest compared OMol25 entry of this formula, charge and spin), kJ/mol: 109.51
Total charge: -1